[1]
11
Properties=species:S:1:pos:R:3:forces:R:3 method="wB97M-V/def2-TZVPD" homo_lumo_gap_ev=8.400 de_lowest_kj_mol=238.9
C 0.655 -0.831 -0.248 0.573 -3.214 3.168
C 1.596 0.257 0.087 2.654 1.016 -1.957
C -0.449 1.038 -0.263 -2.441 5.888 2.190
H -2.780 -0.033 1.170 2.076 -2.049 -2.540
H 0.998 -1.315 -1.134 0.236 -0.723 -0.437
H 0.689 -1.565 0.719 -0.362 1.340 -2.522
N -0.639 -0.206 -0.434 0.850 -4.684 0.314
O 2.804 0.333 0.051 -1.819 -0.824 0.839
O 0.845 1.369 0.097 -1.182 0.923 -0.393
S -2.004 -1.167 0.037 -1.612 2.510 1.626
S -1.715 2.119 -0.081 1.026 -0.183 -0.290

---

[2]
151
Properties=species:S:1:pos:R:3:forces:R:3 method="wB97M-V/def2-TZVPD" total_charge=+1 homo_lumo_gap_ev=7.076 de_lowest_kj_mol=465.0
Ga -1.922 0.604 -2.141 0.050 -0.248 0.037
C 1.282 -6.437 4.457 -0.010 0.016 -0.045
C 1.256 -5.927 3.040 0.016 0.019 0.060
C 0.074 -5.924 2.312 -0.007 -0.007 -0.027
C 0.035 -5.516 0.983 -0.028 0.058 0.022
C -1.264 -5.558 0.221 0.004 0.044 0.048
C 1.215 -5.080 0.376 -0.100 0.163 0.037
C 2.418 -5.076 1.089 -0.017 0.064 -0.012
C 3.692 -4.625 0.430 -0.012 0.031 0.003
C 2.419 -5.493 2.413 -0.010 0.005 0.019
C 1.214 -4.751 -1.082 0.002 -0.008 -0.111
C 1.634 -5.800 -1.902 0.026 0.022 0.030
C 1.635 -5.686 -3.278 0.008 -0.023 -0.017
C 1.183 -4.515 -3.854 0.029 0.023 -0.057
C 0.743 -3.454 -3.071 0.087 0.045 -0.001
C 0.783 -3.546 -1.668 -0.049 -0.059 0.055
Ge 0.068 -2.030 -0.620 0.435 0.023 0.265
S -2.066 -1.800 -0.894 -0.149 0.140 -0.237
S 1.132 0.027 -0.817 -0.024 -0.163 -0.068
Ge 1.113 0.003 1.383 -0.062 0.259 0.085
S -1.632 2.199 1.983 -0.132 0.254 0.061
S 0.616 -2.136 1.596 -0.024 -0.339 -0.211
C 2.494 0.876 2.485 -0.023 -0.146 0.133
C 3.706 1.288 1.913 -0.029 0.043 0.055
C 4.666 1.901 2.720 0.024 0.028 -0.019
C 4.464 2.078 4.074 0.058 0.017 -0.002
C 3.293 1.622 4.653 -0.073 0.031 -0.014
C 2.302 1.026 3.883 0.043 0.024 -0.086
C 1.099 0.488 4.586 -0.043 -0.044 -0.171
C 0.121 1.319 5.140 0.016 0.052 -0.026
C 0.303 2.811 5.262 -0.071 -0.005 -0.041
C -1.033 0.746 5.670 -0.017 -0.016 -0.037
C -1.224 -0.628 5.688 -0.012 -0.001 -0.032
C -2.493 -1.234 6.222 0.044 0.008 0.013
C -0.186 -1.439 5.238 -0.005 -0.013 0.008
C 0.985 -0.905 4.719 -0.043 -0.033 -0.066
C 2.152 -1.803 4.404 0.030 0.029 -0.012
C 4.122 1.069 0.494 -0.006 -0.010 -0.042
C 4.897 -0.056 0.199 -0.033 -0.023 0.003
C 5.165 -1.103 1.248 -0.015 0.017 -0.029
C 5.455 -0.179 -1.069 0.036 0.013 0.008
C 5.284 0.799 -2.039 -0.034 -0.017 -0.020
C 5.959 0.701 -3.380 -0.028 -0.011 0.045
C 4.483 1.893 -1.733 0.006 -0.005 -0.011
C 3.898 2.042 -0.483 -0.027 0.046 -0.020
C 3.015 3.229 -0.208 0.108 -0.181 -0.068
C 0.232 -2.259 -3.809 0.030 0.041 0.051
C 1.046 -1.143 -4.023 -0.034 -0.020 -0.011
C 2.486 -1.107 -3.587 0.036 -0.004 -0.030
C 0.544 -0.074 -4.765 -0.022 -0.005 -0.040
C -0.718 -0.111 -5.335 0.037 0.035 -0.046
C -1.233 1.043 -6.150 -0.009 -0.009 0.023
C -1.491 -1.254 -5.154 -0.036 -0.002 0.004
C -1.034 -2.334 -4.413 -0.035 0.034 0.089
C -1.873 -3.579 -4.299 -0.041 0.095 0.064
H 0.358 -6.193 4.983 0.010 0.009 0.003
H 2.120 -6.024 5.016 0.010 0.026 0.008
H 1.385 -7.524 4.469 0.002 -0.004 0.005
H -0.841 -6.265 2.783 -0.003 -0.005 0.002
H -2.005 -6.146 0.762 -0.003 -0.004 -0.002
H -1.129 -5.996 -0.769 -0.012 -0.009 -0.008
H -1.679 -4.556 0.077 0.004 -0.012 -0.017
H 3.576 -3.634 -0.017 0.005 -0.002 0.009
H 3.985 -5.307 -0.371 0.009 0.023 -0.008
H 4.504 -4.587 1.154 0.039 0.026 0.017
H 3.352 -5.490 2.966 -0.002 0.004 0.000
H 1.953 -6.722 -1.431 0.004 0.004 0.008
H 1.971 -6.508 -3.896 0.006 0.001 0.003
H 1.164 -4.407 -4.932 -0.009 0.001 -0.008
H 5.594 2.219 2.261 0.004 0.003 -0.004
H 5.229 2.544 4.682 -0.002 0.004 0.001
H 3.140 1.715 5.721 -0.011 -0.004 -0.005
H 1.083 3.190 4.611 0.037 0.065 -0.126
H 0.601 3.057 6.283 -0.005 0.023 0.006
H -0.626 3.351 5.066 0.003 -0.028 -0.027
H -1.799 1.395 6.082 -0.003 -0.005 -0.017
H -3.269 -0.481 6.344 -0.009 -0.005 0.005
H -2.319 -1.701 7.193 -0.007 -0.003 0.002
H -2.865 -2.007 5.549 -0.012 -0.002 0.002
H -0.286 -2.517 5.303 0.003 -0.011 0.001
H 1.869 -2.847 4.508 -0.011 -0.118 -0.013
H 2.971 -1.592 5.096 0.011 -0.016 0.012
H 2.541 -1.663 3.396 0.038 -0.035 0.102
H 4.236 -1.486 1.679 -0.010 -0.027 0.006
H 5.756 -0.694 2.070 -0.013 -0.011 0.013
H 5.712 -1.940 0.821 0.008 -0.043 -0.001
H 6.072 -1.044 -1.288 -0.007 -0.009 -0.007
H 6.592 -0.183 -3.441 -0.005 -0.007 -0.007
H 6.581 1.578 -3.561 0.013 -0.007 -0.002
H 5.227 0.651 -4.186 -0.045 -0.018 -0.039
H 4.330 2.664 -2.480 -0.008 0.003 -0.006
H 3.247 4.055 -0.880 -0.011 0.014 -0.013
H 3.118 3.578 0.820 0.032 -0.024 -0.021
H 1.965 2.961 -0.364 0.087 -0.011 -0.022
H 2.754 -1.958 -2.964 0.008 0.017 0.033
H 2.710 -0.199 -3.032 0.055 0.056 -0.006
H 3.128 -1.125 -4.470 0.023 -0.028 -0.015
H 1.179 0.790 -4.932 0.009 0.002 0.006
H -0.430 1.509 -6.722 -0.002 0.010 0.001
H -1.669 1.809 -5.505 -0.031 0.042 0.044
H -2.007 0.719 -6.846 0.001 0.006 -0.007
H -2.464 -1.317 -5.631 -0.009 -0.001 0.010
H -2.833 -3.438 -4.794 -0.029 0.017 0.016
H -2.052 -3.835 -3.252 0.007 -0.018 0.033
H -1.379 -4.433 -4.761 0.001 -0.010 0.004
O -2.945 0.097 1.338 0.113 0.068 0.187
N -1.764 0.777 0.979 0.057 -0.240 -0.006
C -0.725 0.623 1.956 0.130 -0.274 0.032
C -0.871 3.424 0.947 0.092 -0.042 0.118
C 0.325 3.963 1.398 -0.114 0.057 0.012
C 0.821 5.107 0.794 -0.138 0.112 0.024
C 0.112 5.690 -0.243 0.043 -0.024 0.046
C -1.071 5.122 -0.699 0.033 -0.025 -0.027
C -1.599 3.976 -0.113 -0.143 0.064 -0.041
P -3.205 3.188 -0.595 -0.139 0.213 -0.187
C -3.527 3.908 -2.247 0.079 0.005 -0.005
C -2.530 3.977 -3.220 0.007 0.017 0.002
C -2.816 4.450 -4.494 -0.005 -0.054 -0.009
C -4.106 4.838 -4.821 -0.004 0.009 0.005
C -5.113 4.739 -3.871 0.000 -0.007 -0.014
C -4.827 4.277 -2.596 -0.023 -0.059 0.025
C -4.331 4.172 0.469 0.063 -0.133 0.077
C -4.979 3.486 1.494 -0.035 -0.010 -0.024
C -5.812 4.163 2.377 -0.020 0.019 0.014
C -6.010 5.526 2.230 0.015 -0.013 -0.019
C -5.370 6.217 1.205 0.001 0.006 -0.001
C -4.532 5.545 0.332 0.063 0.027 0.081
H -2.860 -0.701 0.748 -0.034 0.092 -0.076
H -1.049 0.054 2.830 -0.072 0.137 0.166
H 0.866 3.485 2.201 0.062 -0.060 0.170
H 1.754 5.535 1.134 -0.022 0.005 -0.001
H 0.480 6.597 -0.704 0.008 -0.006 -0.020
H -1.594 5.585 -1.525 -0.015 0.020 0.035
H -1.515 3.686 -2.979 -0.014 -0.049 -0.031
H -2.026 4.512 -5.231 0.013 0.018 -0.001
H -4.325 5.223 -5.809 -0.007 -0.025 -0.012
H -6.124 5.037 -4.119 -0.005 0.001 0.003
H -5.622 4.209 -1.863 0.000 0.035 0.001
H -4.837 2.415 1.592 0.000 0.002 -0.002
H -6.311 3.625 3.172 -0.007 -0.011 -0.005
H -6.664 6.056 2.910 0.001 0.004 0.006
H -5.525 7.281 1.090 -0.001 0.006 0.002
H -4.032 6.093 -0.458 -0.009 -0.013 -0.017
N -6.067 0.116 -3.491 -0.061 -0.018 0.013
C -4.961 -0.348 -2.870 0.024 0.021 -0.002
N -4.870 -1.666 -2.632 -0.021 -0.046 -0.011
O -4.060 0.450 -2.548 0.009 0.020 -0.034
H -6.847 -0.471 -3.724 0.007 0.005 -0.004
H -6.138 1.108 -3.628 0.020 -0.005 0.003
H -5.623 -2.301 -2.826 0.003 0.005 -0.035
H -4.038 -2.010 -2.171 0.011 -0.018 -0.023

---

[3]
15
Properties=species:S:1:pos:R:3:forces:R:3 method="wB97M-V/def2-TZVPD" total_charge=+2 multiplicity=6 homo_lumo_gap_ev="4.209 / 5.761" de_lowest_kj_mol=108.3
O -1.318 -0.597 -1.332 5.159 1.322 0.830
C -0.608 0.080 -0.603 -0.392 0.276 0.338
O 0.695 0.094 -0.703 0.945 -0.145 0.116
O -1.066 0.844 0.354 0.157 -0.013 -0.050
C 0.033 1.402 1.098 -0.338 0.341 1.117
C 1.257 1.063 0.231 0.193 0.042 -1.564
C 2.407 0.469 0.977 -1.288 2.918 0.839
C 2.479 -0.836 1.273 1.987 -2.165 -2.616
Rh -3.089 -1.068 -1.655 -5.476 -1.505 -1.101
H 0.057 0.916 2.081 -0.126 0.157 -0.148
H -0.129 2.477 1.210 0.091 -0.217 -0.032
H 1.577 1.923 -0.370 0.061 -0.154 0.151
H 3.138 1.175 1.385 -0.094 -0.031 -0.009
H 3.561 -1.098 1.073 -0.733 -0.578 0.979
H 1.748 -1.551 0.887 -0.146 -0.248 1.150